A single HNO3P2 molecule in a non-equilibrium geometry. Source: OMol25; level of theory: ωB97M-V with the def2-TZVPD basis set.

ORCA input file:
```
! wB97M-V def2-TZVPD RIJCOSX def2/J DEFGRID3
* xyz 0 1
P 1.674 0.056 0.329
P 0.335 1.702 -1.001
O -0.306 -1.525 1.161
O 0.327 1.263 -2.405
O -0.878 0.395 0.006
N 0.126 -0.394 0.392
H -1.276 -1.498 1.518
*
```

M, g/mol: 125.0
SMILES: O=P1=PN(O)O1
Electronic energy, eV: -26222.1127
Kohn-Sham gap, hartree: 0.2750